22
Properties=species:S:1:pos:R:3:forces:R:3:lowdin_charge:R:1 method="wB97M-V/def2-TZVPD" relative_energy_kcal_mol=53.4 fmax_ev_per_a=0.60 e_homo_ev=-8.34 homo_lumo_gap_ha=0.33750 spin_multiplicity=1 smiles="C/C(O)=N/N.C/C=N/C" e_tot_ev=-11912.3031 mol_weight_g_mol=131.2
O 0.7470 -1.2691 1.4917 -0.32 -0.11 -0.20 0.041
N -0.3156 -2.0584 -0.4100 0.22 -0.09 -0.38 -0.021
N -1.4241 -2.4142 0.3209 -0.21 0.07 0.55 0.009
N 0.1222 1.7513 0.2068 0.40 -0.05 -0.35 -0.040
C -0.9296 1.4421 -0.4058 -0.31 0.03 0.04 -0.249
C 0.0524 2.2238 1.5560 -0.18 0.11 0.26 -0.140
C -0.9124 0.9365 -1.8006 -0.04 -0.08 -0.10 -0.079
C 1.8037 -0.9903 -0.6967 0.02 0.00 0.17 -0.033
C 0.6653 -1.4812 0.1337 0.09 0.01 -0.02 -0.492
H -1.2621 -2.4907 1.3224 0.01 -0.13 -0.14 0.072
H -1.9232 1.5160 0.0633 0.09 0.04 0.13 0.120
H 1.5352 -0.7503 1.6790 -0.01 0.00 -0.02 0.094
H -1.1000 -0.1376 -1.7833 -0.06 -0.07 -0.08 0.059
H 1.6502 -1.2844 -1.7290 -0.01 -0.03 -0.05 0.082
H 1.8494 0.0977 -0.6331 0.06 0.05 -0.01 0.062
H -1.8323 -3.2530 -0.0714 0.11 0.16 0.12 0.075
H 0.0536 1.1174 -2.2617 0.07 0.02 -0.05 0.074
H 0.5700 1.5147 2.2041 0.00 0.06 0.10 0.064
H 2.7444 -1.4096 -0.3381 0.10 -0.02 -0.01 0.080
H -0.9758 2.3504 1.9214 0.04 0.00 0.04 0.076
H -1.6986 1.4124 -2.3828 -0.06 0.02 -0.11 0.071
H 0.5801 3.1767 1.6131 -0.03 0.00 0.13 0.075